No. 1
Below is an isolated molecule of C4H8N2O2 at a distorted geometry, with properties calculated with ωB97M-V/def2-TZVPD.

```
! RIJCOSX wB97M-V def2-TZVPD def2/J DEFGRID3
* xyz 0 1
H 2.79642 0.83567 -0.17448
O 0.49457 2.39161 -0.67857
C -0.10568 -1.22075 -0.18963
C -1.44562 -1.02249 -0.53670
H -2.23413 -1.02268 1.34149
C 2.07665 0.39697 0.51876
N -0.17193 1.20160 -0.21585
N -2.45080 -1.04116 0.35613
O 0.83535 -0.84536 -1.15998
C 0.74770 0.21940 -0.16641
H 1.97835 1.06344 1.37454
H -3.37609 -0.78058 0.05632
H -1.69458 -0.79024 -1.56297
H 0.20014 -1.89803 0.60286
H -0.11582 3.08460 -0.40043
H 2.46546 -0.57202 0.83493
*
```

## Properties
HOMO level (spin up / spin down): -0.2604 / -0.2525 hartree
relative energy (zero: lowest compared OMol25 entry of this formula, charge and spin): 610.8 kJ/mol

Here is what Löwdin gives for the atomic charges, in e:
1 H 0.08
2 O -0.10
3 C -0.23
4 C -0.10
5 H 0.12
6 C -0.01
7 N -0.02
8 N 0.13
9 O -0.01
10 C -0.48
11 H 0.08
12 H 0.11
13 H 0.14
14 H 0.15
15 H 0.07
16 H 0.08

=====

No. 2
Below is a structure of composition C6H16BBr4NO2P at a distorted geometry, with properties calculated with ωB97M-V/def2-TZVPD.

```
! RIJCOSX wB97M-V def2-TZVPD def2/J DEFGRID3
* xyz -1 1
H 2.76714 0.29481 -1.68891
C -1.59652 1.50623 -3.85059
H -1.72964 -2.15746 1.08587
H -2.48781 -0.35442 -3.16754
O -2.10022 0.89643 1.55269
C -1.10265 -0.07280 1.38932
Br 1.83742 -0.54251 0.48450
H 3.57845 1.08525 -0.32204
H 2.14486 -0.73262 2.65488
H -2.22920 1.72960 -4.70809
B -3.13642 0.38808 2.51003
H 1.02083 1.43565 2.12946
Br -0.14129 -0.44410 -2.34754
H -2.90350 0.71692 3.67429
Br 5.52128 -0.88245 0.70710
H -0.86533 -0.18525 0.33459
C 3.24993 0.13094 -0.72368
O -3.06072 -1.08307 2.31276
C 4.36647 -0.86812 -0.86627
Br -2.39266 2.46454 -2.35764
H -1.26872 -1.92943 2.74268
H -1.33516 -0.52006 -4.50699
P 0.24160 0.34491 2.58474
H -0.60970 1.93017 -4.01009
H 5.02266 -0.60371 -1.69391
C -1.77252 -1.41874 1.90577
H -0.44799 0.76976 3.74010
C -1.56207 0.02346 -3.59105
H -4.19660 0.90754 2.18645
N 1.17926 -0.94501 2.84122
H 4.00881 -1.88458 -1.00212
*
```

## Properties
HOMO level: -0.1414 hartree

Here is what Löwdin gives for the atomic charges, in e:
1 H 0.02
2 C -0.71
3 H 0.11
4 H 0.05
5 O -0.17
6 C -0.51
7 Br 0.79
8 H 0.05
9 H -0.13
10 H 0.05
11 B -0.65
12 H -0.02
13 Br 0.68
14 H 0.04
15 Br 0.58
16 H 0.01
17 C -0.64
18 O -0.11
19 C -0.70
20 Br 0.63
21 H 0.09
22 H 0.05
23 P 0.69
24 H 0.04
25 H 0.05
26 C -0.24
27 H 0.01
28 C -0.69
29 H 0.04
30 N -0.45
31 H 0.05

=====

No. 3
Below is the ion C5H14N3 with charge +2 at a distorted geometry, with properties calculated with ωB97M-V/def2-TZVPD.

```
! RIJCOSX wB97M-V def2-TZVPD def2/J DEFGRID3
* xyz 2 2
H -3.15473 0.32878 -1.44975
H 3.38806 -0.53086 -0.35225
H -0.66109 0.95037 1.55574
C -2.84226 0.51743 -0.43371
H 2.10810 -1.37102 0.72758
H -0.24310 1.88563 0.24924
H 3.87644 0.74074 -1.32811
H -0.33267 -1.93274 -0.52388
H -0.94179 -1.42493 1.05854
C 2.01462 1.00550 -0.18953
C -1.20387 0.05964 -0.42412
N 3.24967 0.40428 -0.59684
N -1.19494 -1.48199 0.02601
H 1.52790 -0.79719 2.01408
C -0.30652 0.76328 0.56444
H -1.96354 -1.93197 -0.27198
C 1.10188 0.25267 0.42045
H -3.65675 -0.07053 0.13902
H 1.73225 2.05006 -0.46255
H -2.89392 1.50402 -0.28452
N 1.26773 -1.02239 1.04852
H -0.87147 0.10121 -1.48638
*
```

## Properties
HOMO level (spin up / spin down): -0.6816 / -0.7314 hartree
relative energy (zero: lowest compared OMol25 entry of this formula, charge and spin): 245.6 kJ/mol

Here is what Löwdin gives for the atomic charges, in e:
1 H 0.08
2 H 0.09
3 H 0.14
4 C 0.04
5 H 0.06
6 H 0.17
7 H 0.16
8 H 0.22
9 H 0.18
10 C 0.04
11 C -0.19
12 N 0.27
13 N 0.21
14 H 0.16
15 C -0.12
16 H 0.09
17 C -0.25
18 H 0.13
19 H 0.17
20 H 0.03
21 N 0.15
22 H 0.16

=====

No. 4
Below is a cluster of 2 separate species, C5H10O2 in total at a distorted geometry, with properties calculated with ωB97M-V/def2-TZVPD.

```
! RIJCOSX wB97M-V def2-TZVPD def2/J DEFGRID3
* xyz 0 1
H 2.68401 -0.23785 1.31190
H -3.35788 -0.21286 0.40297
C 2.27329 -0.51340 0.33895
C -2.47173 0.40367 0.58059
C 1.01656 1.22390 -0.95050
H -2.64762 1.07065 1.42604
O -0.29206 -2.26275 -0.15348
H 3.04939 -0.39659 -0.41839
H -1.08213 -0.70526 -1.22645
H -2.29524 1.01637 -0.31082
C -0.69742 -1.15465 -0.29530
H 0.13593 1.83271 -1.11160
O -1.35811 -0.41691 0.88418
H 2.01274 -1.57207 0.38922
C 1.06722 0.30324 0.00780
H 1.81320 1.35755 -1.67250
H 0.14983 0.26423 0.79738
*
```

## Properties
HOMO level: -0.3574 hartree
SMILES: COC=O.C=CC
relative energy (zero: lowest compared OMol25 entry of this formula, charge and spin): 363.4 kJ/mol

Here is what Löwdin gives for the atomic charges, in e:
1 H 0.08
2 H 0.09
3 C -0.09
4 C -0.11
5 C 0.01
6 H 0.09
7 O 0.12
8 H 0.07
9 H 0.15
10 H 0.08
11 C -0.29
12 H 0.05
13 O -0.22
14 H 0.07
15 C -0.29
16 H 0.06
17 H 0.14

=====

No. 5
Below is an isolated molecule of C4H6N2 at a distorted geometry, with properties calculated with ωB97M-V/def2-TZVPD.

```
! RIJCOSX wB97M-V def2-TZVPD def2/J DEFGRID3
* xyz 0 1
H 1.66667 1.00840 0.78761
H -1.35900 -0.53924 1.50474
H -0.73074 1.48707 -0.86055
H -2.39195 0.22708 0.09174
C -0.36711 0.69562 -0.32242
H 1.56025 1.23345 -0.80731
H 1.87029 -1.68184 0.20666
C -1.37473 0.00757 0.39347
C 1.12532 -0.94439 0.00449
C 1.05874 0.69191 -0.08981
N -0.02799 -1.52887 -0.25086
N -1.02976 -0.65677 -0.65776
*
```

## Properties
HOMO level: -0.3425 hartree
SMILES: C1=NN2C[C@H]2C1
relative energy (zero: lowest compared OMol25 entry of this formula, charge and spin): 491.9 kJ/mol

Here is what Löwdin gives for the atomic charges, in e:
1 H 0.12
2 H 0.19
3 H 0.11
4 H 0.11
5 C -0.24
6 H 0.07
7 H 0.08
8 C -0.28
9 C -0.05
10 C -0.08
11 N 0.03
12 N -0.07

=====

No. 6
Below is a cluster of 2 separate species, C3H7NO2 in total, with properties calculated with ωB97M-V/def2-TZVPD.

```
! RIJCOSX wB97M-V def2-TZVPD def2/J DEFGRID3
* xyz 0 1
O 2.97580 1.52656 -0.53014
C -0.20496 -1.05222 1.04152
C -0.65580 -0.88921 -0.39560
N 0.71372 2.15713 -0.13383
H -1.76863 0.39664 -1.37759
H -1.06987 -1.13648 1.70560
H -1.27196 -1.74333 -0.70622
H 0.38768 -0.18833 1.35884
H 0.41131 -1.95021 1.14751
H -0.15427 1.62047 -0.21100
O -1.42001 0.31605 -0.48035
H 0.21353 -0.83729 -1.06860
C 1.84344 1.78023 -0.35012
*
```

## Properties
HOMO level: -0.3911 hartree
SMILES: N=C=O.CCO
relative energy (zero: lowest compared OMol25 entry of this formula, charge and spin): 96.1 kJ/mol

Here is what Löwdin gives for the atomic charges, in e:
1 O 0.13
2 C -0.08
3 C -0.31
4 N 0.19
5 H 0.10
6 H 0.08
7 H 0.11
8 H 0.07
9 H 0.08
10 H 0.04
11 O -0.11
12 H 0.11
13 C -0.41

=====

No. 7
Below is the ion C2H8N4O with charge +2 at a distorted geometry, with properties calculated with ωB97M-V/def2-TZVPD.

```
! RIJCOSX wB97M-V def2-TZVPD def2/J DEFGRID3
* xyz 2 1
H 2.47645 1.15039 0.04848
C -1.22850 -0.26442 0.41448
H -2.97126 -0.11850 -0.59295
N 0.51506 -1.38036 -0.42550
N -0.71536 -1.23238 -0.36746
O 0.27277 0.60338 0.79246
H -2.03159 1.25411 -0.92518
C 1.15751 -0.34241 0.36975
H -3.04576 1.00922 0.51432
H 1.75665 -0.79536 1.28064
H 3.04408 -0.58270 -0.48329
H -1.53795 -0.55278 1.47308
N 2.34643 0.18951 -0.41682
N -2.33999 0.55846 -0.18263
H 2.30147 0.50386 -1.49937
*
```

## Properties
HOMO level: -0.7360 hartree
SMILES: [NH3+][C@@H]1N=N[C@H]([NH3+])O1
relative energy (zero: lowest compared OMol25 entry of this formula, charge and spin): 265.8 kJ/mol

Here is what Löwdin gives for the atomic charges, in e:
1 H 0.22
2 C -0.11
3 H 0.17
4 N 0.19
5 N 0.11
6 O 0.00
7 H 0.22
8 C -0.42
9 H 0.24
10 H 0.23
11 H 0.19
12 H 0.22
13 N 0.22
14 N 0.27
15 H 0.25

=====

No. 8
Below is an isolated molecule of C3H3NO at a distorted geometry, with properties calculated with ωB97M-V/def2-TZVPD.

```
! RIJCOSX wB97M-V def2-TZVPD def2/J DEFGRID3
* xyz 0 3
N 1.31349 -0.32189 0.21864
C -0.02393 0.25877 0.31973
H -0.22774 0.61516 1.32589
H -0.28619 0.99419 -0.45144
C 0.12893 -1.18758 0.11213
H -0.02461 -1.51594 -0.92276
O 3.61501 0.15472 -0.07463
C 2.47227 -0.02435 0.01224
*
```

## Properties
HOMO level (spin up / spin down): -0.1957 / -0.4051 hartree
relative energy (zero: lowest compared OMol25 entry of this formula, charge and spin): 218.3 kJ/mol

Here is what Löwdin gives for the atomic charges, in e:
1 N -0.07
2 C -0.13
3 H 0.10
4 H 0.11
5 C 0.07
6 H 0.10
7 O 0.12
8 C -0.30